(1)
DFT (ωB97M-V/def2-TZVPD) results for the ion C4H11N4O2 with charge +1.

* E_HOMO (alpha / beta): -9.68 / -14.12 eV
* frontier orbital gap (alpha / beta): 6.868 / 7.472 eV
* ΔE to the lowest compared entry with this formula, charge and spin: 149.0 kJ/mol
* total charge: +1
* 2S+1: 3

```
21
C4H11N4O2, DFT ωB97M-V/def2-TZVPD
C -0.599 -1.887 0.203
C 0.178 -0.669 2.227
C 0.654 0.996 -0.297
C 0.980 2.285 -1.068
N 0.186 0.563 2.050
N 0.207 1.434 1.092
N -0.548 -2.733 -0.873
N -0.356 0.087 -0.953
O 0.384 -1.626 0.943
O -1.892 -1.685 0.529
H 0.187 -1.254 3.064
H 1.568 0.528 -0.256
H 0.139 2.917 -1.293
H 1.447 2.076 -2.053
H 1.435 3.076 -0.391
H -1.882 -0.938 1.242
H 0.426 2.503 1.266
H -1.318 -3.338 -1.015
H 0.270 -2.888 -1.441
H -0.164 0.034 -2.011
H -1.303 0.519 -0.965
```


(2)
DFT (ωB97M-V/def2-TZVPD) results for a structure of composition C30H55BaBrN7O4S.

* E_HOMO: -10.74 eV
* frontier orbital gap: 8.982 eV
* total charge: +1

```
99
C30H55BaBrN7O4S, DFT ωB97M-V/def2-TZVPD
Ba -0.519 1.078 -0.953
C -4.250 -1.177 2.121
C -3.099 -0.735 1.212
C -1.767 -1.414 1.590
C -1.435 -2.731 0.839
C -1.697 -3.948 1.726
C -2.207 -2.923 -0.468
N 0.033 -2.679 0.426
C 1.079 -3.284 1.292
C 1.356 -2.432 2.524
N 1.654 -1.068 2.162
C 2.830 -0.923 1.320
C 2.453 -0.663 -0.160
O 3.301 -0.791 -1.032
O 1.239 -0.302 -0.351
C 1.483 -0.105 3.254
C 2.415 -0.385 4.440
C 1.648 1.347 2.760
C 0.504 2.337 3.079
C 1.086 3.760 3.069
C -0.098 2.081 4.462
N -0.504 2.228 1.986
C -1.887 2.625 2.271
C -2.794 1.406 2.408
N -2.926 0.721 1.132
C -3.889 1.349 0.213
C -3.079 1.481 -1.070
O -2.495 2.558 -1.286
O -2.751 0.415 -1.643
H -4.426 -2.249 2.024
H -5.174 -0.665 1.851
H -4.039 -0.972 3.171
H -3.344 -1.013 0.191
H -1.764 -1.619 2.665
H -0.958 -0.694 1.432
H -2.760 -3.981 1.953
H -1.167 -3.898 2.676
H -1.441 -4.879 1.220
H -3.269 -3.045 -0.266
H -1.872 -3.829 -0.975
H -2.086 -2.080 -1.150
H 0.107 -3.082 -0.518
H 0.354 -1.685 0.278
H 1.976 -3.352 0.675
H 0.793 -4.296 1.569
H 2.165 -2.931 3.079
H 0.478 -2.429 3.176
H 3.499 -1.789 1.371
H 3.440 -0.076 1.637
H 0.451 -0.246 3.591
H 3.458 -0.330 4.124
H 2.240 -1.371 4.870
H 2.271 0.350 5.230
H 1.779 1.355 1.677
H 2.570 1.752 3.186
H 1.785 3.907 3.893
H 0.290 4.500 3.166
H 1.625 3.951 2.137
H 0.706 1.953 5.185
H -0.723 1.191 4.491
H -0.694 2.927 4.798
H -0.159 2.855 1.268
H -2.254 3.240 1.446
H -1.965 3.234 3.175
H -3.767 1.712 2.818
H -2.344 0.717 3.124
H -4.173 2.335 0.576
H -4.791 0.747 0.074
C 2.970 -3.247 -5.117
N 2.357 -2.780 -3.882
C 2.633 -3.614 -2.728
C 1.289 -1.955 -3.897
S 0.045 -2.089 -2.771
N 1.271 -1.019 -4.869
C 0.078 -0.257 -5.174
C 2.503 -0.486 -5.422
H 2.838 -4.330 -5.187
H 4.038 -3.025 -5.133
H 2.494 -2.792 -5.982
H 3.678 -3.916 -2.775
H 2.004 -4.509 -2.719
H 2.484 -3.033 -1.823
H -0.813 -0.830 -4.936
H 0.085 -0.014 -6.238
H 0.044 0.683 -4.607
H 3.357 -0.852 -4.857
H 2.483 0.603 -5.344
H 2.622 -0.750 -6.476
Br -0.895 7.071 -4.857
C -0.382 5.721 -3.643
C 0.233 4.564 -4.100
C 0.584 3.606 -3.167
N 0.358 3.722 -1.861
C -0.235 4.836 -1.442
C -0.617 5.867 -2.285
H 0.434 4.415 -5.151
H 1.080 2.698 -3.493
H -0.423 4.917 -0.379
H -1.095 6.752 -1.893
```


(3)
DFT (ωB97M-V/def2-TZVPD) results for a structure of composition C43H62ClFeN2O5.

* E_HOMO (alpha / beta): -7.49 / -7.60 eV
* frontier orbital gap (alpha / beta): 7.915 / 6.968 eV
* ΔE to the lowest compared entry with this formula, charge and spin: 0.0 kJ/mol
* total charge: 0
* 2S+1: 6

```
114
C43H62ClFeN2O5, DFT ωB97M-V/def2-TZVPD
Fe 13.462 12.110 12.675
C 12.029 11.656 15.670
N 12.870 12.705 15.075
C 14.128 12.862 15.886
C 12.153 13.990 14.937
C 12.291 14.661 13.553
N 11.993 13.674 12.464
C 10.647 12.994 12.526
C 10.540 11.812 11.558
C 9.676 11.916 10.487
C 9.584 11.001 9.480
C 10.320 9.824 9.615
C 11.228 9.632 10.701
C 11.369 10.679 11.649
O 12.335 10.608 12.561
C 12.004 8.294 10.885
C 11.694 7.734 12.302
C 11.536 7.263 9.857
C 13.512 8.519 10.545
C 8.665 11.307 8.292
C 9.307 12.496 7.511
C 8.537 10.100 7.387
C 7.285 11.704 8.803
C 12.180 14.293 11.107
C 13.621 14.412 10.623
C 14.215 15.634 10.511
C 15.557 15.711 10.023
C 16.135 14.568 9.472
C 15.469 13.342 9.494
C 14.300 13.231 10.254
O 13.736 12.127 10.751
C 16.093 12.222 8.650
C 15.332 10.921 8.765
C 15.952 12.689 7.215
C 17.575 11.956 8.954
C 16.253 17.076 10.017
C 15.416 18.080 9.179
C 17.718 16.995 9.512
C 16.248 17.639 11.456
H 12.034 11.742 16.754
H 12.429 10.660 15.404
H 10.999 11.663 15.330
H 13.948 13.344 16.853
H 14.896 13.412 15.398
H 14.508 11.865 16.005
H 12.480 14.705 15.710
H 11.076 13.876 15.067
H 13.304 15.029 13.341
H 11.589 15.530 13.498
H 9.850 13.757 12.333
H 10.510 12.646 13.534
H 9.057 12.845 10.413
H 10.220 9.074 8.855
H 10.649 7.479 12.429
H 11.930 8.469 13.066
H 12.271 6.794 12.453
H 10.454 6.983 9.940
H 12.086 6.353 10.109
H 11.713 7.574 8.833
H 13.937 9.309 11.151
H 13.608 8.838 9.511
H 14.113 7.607 10.660
H 10.283 12.201 7.136
H 9.412 13.374 8.120
H 8.689 12.814 6.674
H 9.480 9.873 6.884
H 7.797 10.340 6.572
H 8.146 9.213 7.882
H 7.209 12.539 9.504
H 6.846 10.853 9.332
H 6.671 11.938 7.889
H 11.770 15.325 11.096
H 11.605 13.769 10.374
H 13.795 16.544 10.835
H 17.102 14.701 8.963
H 14.330 11.039 8.342
H 15.235 10.607 9.837
H 15.812 10.127 8.228
H 14.967 13.003 6.915
H 16.222 11.852 6.530
H 16.555 13.549 6.937
H 17.681 11.486 9.915
H 18.209 12.865 8.995
H 17.961 11.353 8.125
H 15.137 17.730 8.192
H 15.919 19.021 9.085
H 14.473 18.330 9.717
H 17.785 16.594 8.495
H 18.339 16.434 10.169
H 18.116 18.008 9.478
H 15.221 17.788 11.724
H 16.782 18.565 11.470
H 16.735 16.941 12.123
C 18.693 11.252 16.242
C 18.097 12.608 16.271
C 17.908 13.296 17.460
C 17.397 14.594 17.459
Cl 16.985 15.278 19.028
C 17.021 15.176 16.272
C 17.259 14.534 15.069
C 17.784 13.249 15.048
O 18.076 12.526 13.893
C 17.345 12.759 12.673
C 15.869 12.430 12.912
O 15.086 13.417 13.015
O 15.512 11.236 12.951
H 18.859 10.878 17.243
H 19.690 11.282 15.805
H 18.101 10.576 15.635
H 18.208 12.856 18.381
H 16.611 16.187 16.249
H 16.967 15.034 14.185
H 17.773 12.101 11.928
H 17.446 13.773 12.269
```


- Which value of total charge does entry 1 give?
  +1


- total charge of number 3 (C43H62ClFeN2O5)?
  0


- Look up the total charge of the first one.
  +1